1.
Computed, not measured: 11 unconnected molecules or ions with the total composition C44H121N11O11 in a non-equilibrium geometry, with wB97M-V/def2-TZVPD.

Last column: Mulliken charge in e.
Positions of all 187 atoms, in Å:
C -6.0993 -8.4164 10.1795  -1.293
C -7.4622 -8.0497 9.5603  0.523
C -7.4373 -7.8332 8.0735  -0.752
O -6.6736 -6.6335 7.8898  -0.327
C -6.3295 -6.3069 6.5925  -0.729
N -8.4444 -8.9987 9.7993  -0.735
H -5.6043 -7.5467 10.6115  0.284
H -5.5277 -8.9931 9.4522  0.274
H -6.2815 -9.0111 11.0746  0.391
H -7.7243 -7.1181 10.0618  0.270
H -8.4575 -7.7489 7.6989  0.354
H -7.0516 -8.6330 7.4414  0.404
H -5.4895 -6.9704 6.3869  0.289
H -6.1018 -5.2410 6.6012  0.220
H -7.1941 -6.4902 5.9545  0.313
H -9.3704 -8.5959 9.7785  0.273
H -8.5690 -9.6948 9.0782  0.241
C 3.7100 9.5896 -4.1381  -1.371
C 2.7881 8.4795 -3.4875  0.470
C 1.8543 9.1855 -2.5048  -0.727
O 2.5922 9.4943 -1.3055  -0.304
C 1.8248 9.5822 -0.1376  -0.837
N 2.0368 7.7722 -4.4353  -0.632
H 4.5432 9.0827 -4.6248  0.347
H 3.9678 10.3258 -3.3768  0.345
H 3.3865 10.2764 -4.9203  0.361
H 3.4109 7.6745 -3.0975  0.201
H 1.1233 8.4899 -2.0925  0.469
H 1.4519 10.1185 -2.8993  0.279
H 2.3799 9.7252 0.7895  0.310
H 1.2762 8.6661 0.0812  0.318
H 1.0427 10.3338 -0.0300  0.332
H 2.4992 7.5674 -5.3096  0.226
H 1.2075 8.2828 -4.7032  0.215
C -4.5848 7.2059 2.4755  -1.550
C -5.0032 7.7145 3.8210  0.659
C -4.0174 7.4534 4.9753  -0.734
O -3.6412 6.0137 5.0492  -0.328
C -2.4319 5.7619 5.7817  -0.730
N -5.3863 9.1030 3.7548  -0.705
H -3.5749 7.3921 2.1099  0.351
H -5.3108 7.5349 1.7320  0.415
H -4.6111 6.1173 2.5237  0.394
H -5.8358 7.0532 4.0608  0.172
H -4.5174 7.6819 5.9166  0.304
H -3.1325 8.0867 4.9130  0.390
H -2.3267 4.6784 5.7271  0.254
H -2.3278 5.9541 6.8496  0.276
H -1.6396 6.2176 5.1878  0.326
H -4.8731 9.5295 2.9967  0.244
H -5.0982 9.7543 4.4710  0.262
C 0.7625 0.0826 -0.8160  -1.397
C 0.5099 0.6214 0.5810  0.757
C 1.4996 0.1923 1.6826  -0.703
O 1.2378 -1.1844 1.8736  -0.330
C 0.0488 -1.5455 2.5901  -0.646
N 0.3540 2.0934 0.6239  -0.792
H 1.6884 0.4031 -1.2937  0.347
H -0.0203 0.4306 -1.4899  0.357
H 0.9191 -0.9955 -0.8513  0.329
H -0.5283 0.4282 0.8512  0.089
H 1.2913 0.7866 2.5723  0.342
H 2.5367 0.4607 1.4813  0.365
H 0.1665 -2.6143 2.7689  0.227
H -0.8418 -1.2077 2.0603  0.274
H 0.1417 -1.0651 3.5641  0.283
H 1.2412 2.5115 0.3823  0.248
H 0.1823 2.3702 1.5799  0.251
C -1.5256 -2.0067 -10.1935  -1.634
C -2.5663 -1.0751 -10.7533  0.818
C -3.2259 -0.2918 -9.6637  -0.935
O -4.2098 0.5694 -10.1955  -0.409
C -5.5243 0.0104 -10.3365  -0.717
N -1.8216 -0.0970 -11.6382  -0.686
H -0.8142 -1.6673 -9.4406  0.391
H -1.0974 -2.5310 -11.0479  0.382
H -1.9832 -2.7198 -9.5078  0.425
H -3.3002 -1.6082 -11.3577  0.215
H -2.5628 0.2778 -9.0127  0.362
H -3.6323 -0.9401 -8.8874  0.403
H -6.0656 0.3059 -11.2353  0.280
H -6.1894 0.2302 -9.5013  0.263
H -5.4463 -1.0743 -10.4101  0.309
H -2.3453 0.7657 -11.5978  0.263
H -0.8816 0.0460 -11.2974  0.268
C 5.8857 -7.6654 -3.2002  -1.214
C 5.7532 -8.8085 -2.0433  0.070
C 6.3330 -8.2920 -0.7359  -0.714
O 5.5607 -7.1601 -0.2752  -0.306
C 5.6075 -6.8161 1.1365  -0.827
N 4.3758 -9.0584 -1.8673  -0.690
H 6.8744 -7.2148 -3.2872  0.318
H 5.0862 -6.9245 -3.1949  0.294
H 5.6055 -8.1332 -4.1439  0.394
H 6.1396 -9.7572 -2.4156  0.390
H 7.3825 -8.0173 -0.8418  0.370
H 6.4225 -9.0110 0.0784  0.481
H 6.4963 -7.1110 1.6943  0.324
H 4.7446 -7.2562 1.6364  0.302
H 5.4923 -5.7547 1.3563  0.261
H 4.2820 -9.7528 -1.1398  0.240
H 3.9828 -8.1640 -1.6111  0.309
C 5.7632 -8.5325 9.5880  -1.301
C 4.8614 -9.7000 9.6200  0.326
C 3.4221 -9.2910 10.0075  -0.740
O 3.0024 -8.3100 9.0306  -0.321
C 1.9450 -7.4411 9.3899  -0.821
N 4.7908 -10.2746 8.2725  -0.790
H 5.6986 -8.1252 8.5790  0.284
H 6.7484 -8.9864 9.6948  0.373
H 5.5997 -7.8527 10.4242  0.316
H 5.2907 -10.4128 10.3241  0.443
H 3.4734 -8.7702 10.9637  0.398
H 2.8239 -10.1914 10.1471  0.362
H 0.9736 -7.9054 9.2201  0.298
H 2.0323 -6.4365 8.9759  0.301
H 1.8976 -7.1200 10.4305  0.303
H 4.3976 -11.2045 8.2997  0.258
H 4.1319 -9.7143 7.7510  0.313
C -3.1662 -8.4560 -1.1412  -1.375
C -3.4670 -8.6746 -2.6456  0.518
C -3.1338 -7.2958 -3.2729  -0.813
O -4.3712 -6.5632 -3.3017  -0.330
C -5.1687 -6.7559 -4.4294  -0.712
N -2.5521 -9.6381 -3.1848  -0.742
H -2.1545 -8.1019 -0.9435  0.323
H -3.4147 -9.3916 -0.6401  0.416
H -3.7864 -7.6705 -0.7095  0.335
H -4.4540 -9.0833 -2.8620  0.213
H -2.6711 -7.4158 -4.2525  0.398
H -2.2853 -6.7902 -2.8118  0.408
H -6.0861 -6.1794 -4.3108  0.273
H -5.6289 -7.7440 -4.4198  0.272
H -4.6646 -6.5576 -5.3752  0.295
H -2.6554 -10.4226 -2.5571  0.272
H -1.6012 -9.3154 -3.0765  0.248
C 4.8725 7.1822 -13.1045  -1.348
C 3.9615 6.1298 -12.3534  0.422
C 4.8118 5.1043 -11.4902  -0.693
O 3.9632 4.2803 -10.7443  -0.330
C 4.6589 3.8351 -9.5665  -0.761
N 2.8500 6.6607 -11.5590  -0.764
H 4.2432 7.8750 -13.6631  0.361
H 5.4724 6.6857 -13.8672  0.355
H 5.3692 7.8531 -12.4036  0.344
H 3.5623 5.5574 -13.1908  0.226
H 5.4425 5.6793 -10.8122  0.395
H 5.4365 4.4288 -12.0748  0.343
H 5.6018 3.4046 -9.9037  0.320
H 4.0481 3.0778 -9.0751  0.265
H 4.9103 4.5280 -8.7636  0.309
H 2.1878 6.9375 -12.2697  0.268
H 2.3718 5.9270 -11.0559  0.289
C 4.5815 0.7975 14.4691  -1.208
C 4.7762 2.3173 13.9676  0.080
C 5.3665 2.3508 12.5568  -0.579
O 4.3669 1.9590 11.6001  -0.313
C 4.8193 2.1439 10.2645  -0.749
N 3.4388 2.8484 13.9538  -0.723
H 3.9467 0.6193 15.3370  0.387
H 5.5241 0.2540 14.5338  0.322
H 3.9786 0.3388 13.6855  0.269
H 5.3275 2.9890 14.6257  0.406
H 6.2541 1.7234 12.6386  0.285
H 5.5750 3.3703 12.2325  0.438
H 5.2421 3.1307 10.0758  0.303
H 3.9219 1.9215 9.6871  0.240
H 5.6137 1.4769 9.9298  0.294
H 2.9600 2.3568 13.2128  0.301
H 3.4819 3.8394 13.7631  0.247
C -3.9577 7.2224 -6.6151  -1.414
C -3.7868 8.7602 -6.7519  0.579
C -4.4172 9.4493 -7.9653  -0.800
O -3.5379 9.5396 -9.0899  -0.338
C -3.1128 10.9297 -9.4299  -0.825
N -4.2021 9.3408 -5.5314  -0.701
H -4.9981 6.9385 -6.7735  0.346
H -3.4822 6.7863 -5.7366  0.415
H -3.4068 6.7824 -7.4464  0.341
H -2.7566 9.0779 -6.9125  0.176
H -4.9462 10.3655 -7.7028  0.408
H -5.1963 8.7882 -8.3446  0.300
H -2.6876 11.5296 -8.6252  0.338
H -3.8949 11.5754 -9.8292  0.309
H -2.2115 10.9681 -10.0417  0.328
H -5.1885 9.1314 -5.4735  0.256
H -3.7335 8.8737 -4.7683  0.281

LUMO energy, eV: 0.489
SMILES: COC[C@H](C)N.COC[C@H](C)N.COC[C@H](C)N.COC[C@H](C)N.COC[C@H](C)N.COC[C@H](C)N.COC[C@H](C)N.COC[C@H](C)N.COC[C@H](C)N.COC[C@H](C)N.COC[C@H](C)N
Orbital gap, eV: 9.476
Maximum force, eV/Å: 3.87
E_tot, eV: -86489.9944

***

2.
Computed, not measured: C10H13NO2S in the gas phase in a non-equilibrium geometry, with wB97M-V/def2-TZVPD.

Last column: Mulliken charge in e.
Positions of all 27 atoms, in Å:
C -1.0192 -3.0439 0.9957  -0.435
C -1.0942 -2.3102 2.2015  -0.531
C -1.1512 -2.4556 -0.2288  -0.509
C -1.3154 -0.9209 2.1471  -0.578
C -1.4994 -1.1142 -0.2440  -0.545
C -1.4899 -0.3814 0.9248  0.984
C -1.6183 1.1571 0.7314  -1.285
C 1.9243 1.2163 -1.1957  0.407
C 1.6888 -0.2252 -1.2867  -0.849
C 2.9013 1.9221 -1.6226  -0.881
N -0.2147 1.5862 0.5586  -0.143
O -0.5111 1.9102 -1.8649  -0.623
O 0.7378 3.6292 -0.6081  -0.666
S 0.4456 2.2377 -0.8290  1.122
H -0.7882 -4.1255 1.0875  0.315
H -1.0776 -2.6953 3.1893  0.400
H -0.9933 -3.0018 -1.1555  0.443
H -1.5258 -0.3588 3.0100  0.434
H -1.5837 -0.5181 -1.1550  0.486
H -1.9246 1.6011 1.5760  0.587
H 2.2936 -0.6604 -0.5155  0.331
H 2.2487 -0.6293 -2.1694  0.349
H 0.5779 -0.4051 -1.0318  -0.020
H 2.8948 2.9483 -1.5522  0.384
H 3.8724 1.6178 -2.1072  0.262
H -2.1547 1.4683 -0.2463  0.334
H 0.3760 1.5517 1.3909  0.227

LUMO energy, eV: 0.687
SMILES: C=C(C)S(=O)(=O)NCc1ccccc1
Orbital gap, eV: 9.875
Maximum force, eV/Å: 5.22
E_tot, eV: -26998.6014

***

3.
Computed, not measured: a molecular structure, C17H36CeN2O9P2 in a non-equilibrium geometry, with wB97M-V/def2-TZVPD.

Last column: Mulliken charge in e.
Positions of all 67 atoms, in Å:
Ce 0.0689 -1.8561 1.0202  1.081
N -1.7054 -3.2933 -0.2353  -0.485
C -2.1295 -4.1961 0.8285  -0.608
C -2.1164 -3.4824 2.1918  0.645
O -3.1562 -3.2540 2.8493  -0.588
N -0.8311 -3.2809 2.5970  -0.070
C -0.3760 -2.9137 3.9605  -0.496
C 0.8530 -2.1224 3.9901  0.556
O 1.4877 -1.7068 4.9332  -0.585
O 1.3384 -1.7861 2.7779  -0.347
H -2.3371 -2.5724 -0.5836  0.270
H -1.1683 -3.6121 -1.0174  0.261
H -1.4069 -5.0690 0.7675  0.278
H -3.1706 -4.4519 0.6644  0.428
H -0.2730 -3.8775 4.5327  0.402
H -1.2166 -2.3699 4.4084  0.298
C -2.9267 1.7690 2.8998  -1.222
C -2.6097 2.7908 1.8725  0.670
C -2.9496 4.2251 2.2820  -1.422
O -1.1901 2.6063 1.4650  -0.134
P -0.6328 1.3255 0.7145  0.284
O -1.4351 0.0657 0.9448  -0.583
C -0.3647 1.6168 -1.1077  -0.966
P 0.5935 0.2305 -1.9450  0.067
O 0.6285 -1.0257 -1.0594  0.203
O 0.1132 0.1084 -3.4282  -0.241
C -0.8780 -0.8841 -3.9645  0.503
C -1.2522 -0.4311 -5.3672  -1.315
C -0.0350 -2.1519 -3.8956  -0.905
O 2.0033 0.7984 -2.1362  -0.349
C 3.4780 0.2683 -2.5413  0.711
C 4.0167 1.3519 -3.3832  -1.392
C 3.3803 -0.9934 -3.3230  -0.914
O 0.7704 0.9453 1.3314  -0.108
C 1.7501 1.6046 2.2764  0.473
C 1.3520 1.3071 3.7142  -0.968
C 1.8227 3.0324 1.7803  -1.211
H -2.6700 0.7815 2.6066  0.195
H -4.0113 1.7082 3.0537  0.453
H -2.4378 1.9312 3.8896  0.282
H -3.1465 2.5550 0.9148  0.232
H -2.6788 4.2971 3.3601  0.344
H -4.0310 4.1895 2.2624  0.405
H -2.5139 4.9659 1.6700  0.416
H 0.1799 2.5675 -1.2254  0.522
H -1.2474 1.7915 -1.6815  0.629
H -1.7399 -0.8405 -3.2958  0.273
H -0.3353 -0.2439 -5.9237  0.336
H -1.9499 0.4439 -5.3594  0.356
H -1.8209 -1.3414 -5.7974  0.358
H 0.9454 -1.9340 -4.4477  0.191
H -0.5772 -2.9636 -4.3995  0.514
H 0.0833 -2.4897 -2.8481  0.099
H 3.9823 0.2303 -1.5405  0.206
H 3.4117 1.3503 -4.2792  0.352
H 5.0357 1.1084 -3.7627  0.430
H 3.9831 2.2717 -2.7909  0.344
H 4.2949 -1.1225 -3.8978  0.483
H 2.5466 -0.9848 -4.0329  0.048
H 3.2613 -1.8826 -2.6154  0.206
H 2.6580 1.1062 2.0469  0.422
H 0.2056 1.1760 3.8155  0.097
H 1.6754 2.1888 4.3602  0.363
H 1.7346 0.3979 4.1769  0.232
H 1.1565 3.6691 2.3511  0.335
H 1.5991 3.0606 0.6726  0.187
H 2.9106 3.2972 1.9029  0.467

LUMO energy (alpha / beta), eV: -8.631 / -8.625
Orbital gap (alpha / beta), eV: 6.968 / 6.977
Maximum force, eV/Å: 3.55
Charge: +2
E_tot, eV: -71117.7940

***

4.
Computed, not measured: a gas-phase ion, C20H25ClN3O2 (charge +1), with wB97M-V/def2-TZVPD.

Last column: Mulliken charge in e.
Positions of all 51 atoms, in Å:
C 2.1023 1.7100 0.4678  -0.530
N 2.3728 0.5728 -0.4190  1.026
C 2.1057 0.9274 -1.8197  -0.759
H 2.3549 0.0903 -2.4676  0.331
H 1.0450 1.1369 -1.9472  0.106
H 2.6943 1.7958 -2.1112  0.411
C 3.7404 0.0384 -0.2467  -0.601
C 3.9295 -0.7613 1.0429  -0.818
H 4.9054 -1.2434 0.9753  0.420
H 3.9524 -0.1111 1.9169  0.367
C 2.8345 -1.8231 1.2305  -0.567
N 2.4327 -2.3441 -0.0720  -0.192
H 3.1557 -2.9593 -0.4298  0.311
C 1.1542 -3.0257 -0.1000  -1.353
H 1.0268 -3.7495 0.7244  0.347
C 0.0074 -2.0222 -0.0212  0.693
O 0.1946 -0.8421 0.2569  -0.755
N -1.1970 -2.5602 -0.2587  -0.028
C -2.4592 -1.9370 -0.2088  0.263
C -3.5455 -2.7295 0.1573  -0.547
C -4.8146 -2.1983 0.2550  -0.747
C -5.0092 -0.8468 -0.0030  0.010
C -3.9391 -0.0482 -0.3705  -0.926
C -2.6589 -0.5835 -0.4905  0.538
C -1.5996 0.3216 -1.0290  0.544
O -0.9339 0.0402 -2.0057  -0.668
C -1.5041 1.6381 -0.3555  0.268
C -1.7951 1.7849 1.0003  0.065
C -1.6846 3.0259 1.5996  -0.958
C -1.3019 4.1308 0.8531  -0.412
C -1.0142 3.9929 -0.4963  -0.817
C -1.1045 2.7509 -1.0971  -0.243
H -0.9027 2.6321 -2.1520  0.453
H -0.7274 4.8542 -1.0798  0.444
H -1.2350 5.1003 1.3219  0.438
H -1.9092 3.1371 2.6492  0.426
H -2.0903 0.9238 1.5799  0.515
H -4.1021 0.9950 -0.5922  0.580
Cl -6.5814 -0.1608 0.1281  -0.193
H -5.6486 -2.8224 0.5318  0.439
H -3.3909 -3.7778 0.3668  0.394
H -1.2384 -3.5624 -0.3927  0.303
H 1.0745 -3.5687 -1.0446  0.491
H 3.1991 -2.6068 1.9095  0.518
H 1.9576 -1.3731 1.6996  0.176
H 3.9408 -0.6221 -1.0901  0.353
H 4.4491 0.8694 -0.2795  0.371
H 1.6701 -0.1800 -0.1632  -0.171
H 2.7595 2.5432 0.2208  0.398
H 2.2610 1.4245 1.5042  0.297
H 1.0671 2.0230 0.3517  -0.011

LUMO energy, eV: -2.557
SMILES: C[NH+](C)CCCNCC(=O)Nc1ccc(Cl)cc1C(=O)c1ccccc1
Orbital gap, eV: 8.893
Maximum force, eV/Å: 0.82
Charge: +1
E_tot, eV: -42228.8954